(1)
Entry from OMol25: an isolated ion of composition C4H11N2 and charge +2 (ωB97M-V/def2-TZVPD).

Values from the calculation:
multiplicity = 2
HOMO energy (alpha / beta) = -19.16 / -19.13 eV
net charge = +2
relative energy (zero: lowest compared OMol25 entry of this formula, charge and spin) = 2.733 eV

Element x y z (Å)
C  0.249  0.927  1.661
C  0.884  -0.377  1.181
C  0.239  -1.125  0.021
C  -0.321  -0.476  -1.013
N  -0.904  -1.202  -2.174
N  -0.023  2.070  0.580
H  -0.788  0.671  1.863
H  0.591  1.600  2.454
H  1.939  -0.148  0.976
H  0.943  -1.019  2.074
H  0.427  -2.162  -0.156
H  -0.093  0.627  -1.185
H  -0.371  -2.076  -2.224
H  -0.715  -0.693  -3.043
H  -1.880  -1.538  -2.134
H  -0.657  2.742  1.040
H  0.880  2.571  0.510

Atoms 1-3, force components in eV/Å:
-3.55 -0.41 -2.89
1.54 0.52 0.58
-0.17 1.95 -1.37



(2)
Entry from OMol25: C26H36NOPmSi as an isolated structure (ωB97M-V/def2-TZVPD).

Values from the calculation:
multiplicity = 5
HOMO energy (alpha / beta) = -7.12 / -7.11 eV

Element x y z (Å)
C  3.022  -0.494  2.191
C  3.003  -1.169  0.923
C  2.797  -0.198  -0.100
H  3.096  -2.241  0.747
C  2.733  1.081  0.518
C  2.871  0.908  1.930
H  2.670  2.024  -0.025
C  -0.935  -2.434  2.168
C  0.223  -2.972  1.532
C  0.102  -2.738  0.123
H  1.074  -3.433  2.036
C  -1.138  -2.077  -0.133
C  -1.757  -1.855  1.139
H  2.789  -0.369  -1.176
H  2.818  1.708  2.669
H  3.061  -0.966  3.174
H  -2.715  -1.346  1.271
H  0.804  -3.039  -0.655
H  -1.141  -2.427  3.240
Pm  0.574  -0.384  1.528
C  -1.853  -1.982  -1.483
C  -3.202  -2.737  -1.380
C  -1.052  -2.623  -2.618
H  -3.054  -3.792  -1.133
H  -3.749  -2.717  -2.331
H  -3.867  -2.317  -0.619
H  -0.876  -3.687  -2.420
H  -0.089  -2.122  -2.764
H  -1.619  -2.556  -3.559
C  -2.202  -0.499  -1.889
C  -1.096  0.510  -2.218
H  -2.779  -0.069  -1.060
H  -2.850  -0.548  -2.772
O  -0.343  1.003  -1.342
N  -0.907  1.025  -3.452
C  0.147  2.053  -3.534
H  -1.572  0.926  -4.199
C  1.523  1.450  -3.703
C  2.654  2.092  -3.176
H  2.524  3.018  -2.611
C  3.927  1.567  -3.400
H  4.805  2.081  -3.007
C  4.083  0.389  -4.143
H  5.081  -0.011  -4.337
C  2.954  -0.265  -4.646
H  3.054  -1.182  -5.226
C  1.675  0.265  -4.429
H  0.784  -0.219  -4.835
H  0.120  2.567  -2.571
H  -0.081  2.769  -4.345
C  -3.089  2.806  3.898
Si  -1.561  1.703  3.978
C  -0.393  2.338  5.312
C  -2.071  -0.040  4.518
C  -0.668  1.677  2.357
H  -3.458  3.058  4.903
H  -3.910  2.320  3.350
H  -2.857  3.748  3.380
H  -0.896  2.383  6.288
H  0.478  1.674  5.407
H  -0.028  3.346  5.072
H  -2.757  -0.512  3.800
H  -1.190  -0.694  4.632
H  -2.582  0.002  5.496
H  -1.289  1.833  1.454
H  0.181  2.389  2.257

Atoms 1-3, force components in eV/Å:
0.36 0.27 -0.72
0.14 0.37 0.08
0.36 0.05 0.70



(3)
Entry from OMol25: an isolated ion of composition C3H5O3S and charge -1 (ωB97M-V/def2-TZVPD).

Values from the calculation:
HOMO energy = -2.55 eV
net charge = -1
relative energy (zero: lowest compared OMol25 entry of this formula, charge and spin) = 2.503 eV

Element x y z (Å)
C  -2.201  0.029  -0.115
C  -1.208  -0.037  0.769
C  1.311  -0.635  -0.254
O  2.618  0.023  -0.353
O  0.043  1.840  -0.719
O  1.075  -1.544  0.504
S  0.226  1.137  0.586
H  -2.990  -0.652  -0.295
H  -1.995  0.880  -0.765
H  -0.904  -0.750  1.432
H  0.929  -0.393  -1.270
H  3.097  0.103  0.481

Atoms 1-3, force components in eV/Å:
1.70 1.12 0.34
0.48 2.57 -1.94
1.36 2.06 0.26